118
Properties=species:S:1:pos:R:3:forces:R:3:mulliken_charge:R:1 method="wB97M-V/def2-TZVPD" gap_ev=7.732 energy_ev=-84732.851 de_lowest_kcal_mol=65.8 max_force_ev_per_a=4.9 spin_multiplicity=1
Sr -0.4542 -0.0875 0.0978 -2.0 4.5 0.3 2.1714
C 2.9463 -0.4295 -4.3651 -0.1 0.0 0.1 -1.8795
C 2.1909 0.3236 -3.2656 0.1 0.1 0.0 1.8795
C 3.1583 0.9729 -2.2712 -0.1 -0.1 -0.1 -1.1130
C 1.2450 1.3412 -3.8766 -0.1 0.0 0.1 0.7075
C 1.7723 2.3992 -4.6084 0.0 0.1 0.0 -0.3115
C 0.9487 3.3281 -5.2223 0.0 0.0 0.0 -1.7153
C -0.4255 3.1865 -5.1264 0.0 0.0 0.0 -0.7030
C -0.9944 2.1508 -4.3918 0.0 0.1 0.0 1.0182
C -2.4987 1.9741 -4.3415 0.0 0.0 -0.2 0.9072
C -3.2728 3.2944 -4.3558 0.1 -0.1 0.1 -1.7000
C -2.9571 1.0962 -5.5139 0.0 -0.1 0.1 -1.5593
C -0.1546 1.2342 -3.7368 -0.1 0.0 -0.2 -0.3237
N -0.6724 0.2400 -2.8708 0.2 -0.4 0.5 0.9510
C -0.8175 -0.9767 -3.4054 -0.1 0.5 -0.3 -0.6243
O -0.8985 -1.2960 -4.5980 0.1 -0.2 0.1 -0.8056
C -0.6789 -2.1098 -2.4037 0.2 -0.1 -0.3 -0.2856
C -0.8689 -3.4530 -2.6975 -0.1 0.0 0.0 -0.8027
C -0.4149 -4.3991 -1.7850 0.0 0.2 0.0 -0.8937
C 0.2394 -3.9937 -0.6262 0.0 0.0 0.1 -0.5126
C 0.3765 -2.6313 -0.4124 -0.1 -0.8 -0.1 1.0722
N -0.0852 -1.7475 -1.2785 0.4 -2.0 -1.5 0.7214
C 1.0948 -2.0676 0.7831 0.9 -0.6 1.1 -1.4072
O 1.0450 -2.7116 1.8438 0.2 -0.6 -0.2 -0.2201
N 1.7082 -0.8996 0.5955 0.9 0.0 -0.1 0.4613
C 2.7476 -0.6259 1.5173 0.3 -0.1 0.2 -0.1843
C 3.7649 -1.5970 1.7167 -0.1 0.1 -0.1 0.2667
C 4.7099 -1.3992 2.7108 0.0 0.0 0.0 -0.0877
C 4.7295 -0.2424 3.4709 0.0 0.0 0.0 -1.9497
C 3.8403 0.7667 3.1628 0.0 0.0 0.1 -0.4410
C 2.8557 0.6043 2.1922 -0.1 -0.1 -0.2 0.2296
C 2.0281 1.8221 1.8265 0.1 0.1 0.1 3.1916
C 1.3446 2.4752 3.0284 0.0 -0.1 -0.1 -1.7581
C 2.9245 2.8498 1.1211 -0.1 -0.1 0.0 -1.8386
C 3.9354 -2.8075 0.8122 0.1 -0.1 0.1 1.2089
C 3.8685 -4.1311 1.5786 -0.1 0.1 0.0 -1.6294
C 5.2573 -2.6851 0.0435 -0.1 0.0 -0.1 -1.5488
H 3.5395 -1.2401 -3.9350 0.0 0.0 0.0 0.4457
H 3.6230 0.2374 -4.9039 0.0 0.0 0.0 0.3278
H 2.2426 -0.8588 -5.0795 0.0 0.0 0.0 0.4339
H 1.6028 -0.4010 -2.7081 -0.1 0.0 0.0 -0.9571
H 3.7703 1.7376 -2.7535 0.0 0.0 0.0 0.3832
H 3.8280 0.2210 -1.8470 0.0 0.0 0.1 0.1837
H 2.6056 1.4346 -1.4488 0.0 0.0 0.0 0.0479
H 2.8474 2.4934 -4.7143 0.0 0.0 0.0 0.3851
H 1.3753 4.1505 -5.7838 0.0 0.0 0.0 0.3863
H -1.0645 3.8849 -5.6530 0.0 0.0 0.1 0.3230
H -2.7421 1.4387 -3.4207 0.0 0.1 0.0 0.0830
H -3.2147 3.7767 -5.3331 0.0 0.0 0.0 0.4344
H -2.8895 3.9943 -3.6091 0.0 0.0 -0.1 0.3138
H -4.3259 3.1041 -4.1420 0.0 0.0 0.0 0.4057
H -2.7426 1.5893 -6.4657 0.0 0.0 0.0 0.3009
H -4.0336 0.9158 -5.4543 0.0 0.0 0.0 0.4302
H -2.4362 0.1394 -5.5015 0.0 0.0 0.0 0.3157
H -1.3371 -3.7248 -3.6329 0.0 0.0 0.0 0.5897
H -0.5498 -5.4544 -1.9848 0.0 0.0 0.0 0.5110
H 0.6420 -4.6947 0.0920 -0.1 0.0 0.0 0.6423
H 5.4573 -2.1643 2.8871 0.0 0.0 0.0 0.3471
H 5.4531 -0.1147 4.2656 0.0 0.0 0.0 0.3657
H 3.9147 1.7102 3.6908 0.0 0.0 0.0 0.3497
H 1.2596 1.5377 1.1044 0.0 0.0 0.0 -1.8583
H 2.0782 2.7788 3.7754 0.0 0.0 0.0 0.3916
H 0.6425 1.7909 3.5040 0.0 0.0 0.0 0.2374
H 0.7916 3.3601 2.7132 0.0 0.0 0.0 0.4496
H 3.6299 3.2803 1.8333 0.0 0.0 0.0 0.4677
H 2.3261 3.6594 0.6958 0.0 0.0 0.0 0.3314
H 3.4942 2.3799 0.3190 0.0 0.1 0.0 0.4036
H 3.1417 -2.8125 0.0673 0.0 0.0 0.0 -0.0422
H 4.6904 -4.2141 2.2927 0.0 0.0 0.0 0.3420
H 3.9395 -4.9738 0.8867 0.0 0.0 0.0 0.4261
H 2.9283 -4.2039 2.1251 0.0 0.0 0.0 0.2082
H 6.1138 -2.7704 0.7142 0.0 0.0 0.0 0.3244
H 5.3159 -1.7208 -0.4638 0.0 0.0 0.0 0.3043
H 5.3317 -3.4745 -0.7079 0.0 0.0 0.0 0.4594
C -0.3853 4.1748 -1.7403 0.0 0.0 0.0 -1.1914
N -1.4111 3.1689 -1.5476 0.1 0.3 0.3 1.4966
C -2.6393 3.3746 -1.0806 0.0 -0.2 0.1 -0.0431
N -3.0283 4.6612 -0.8602 0.2 0.2 0.0 -0.2957
S -3.6656 2.1019 -0.7110 -0.3 -0.3 0.0 -0.2993
H 0.4310 3.7213 -2.2998 0.0 0.0 -0.1 0.0456
H -0.0073 4.5409 -0.7809 0.0 0.0 0.0 0.3107
H -0.7592 5.0195 -2.3233 0.0 0.0 -0.1 0.4366
H -1.1737 2.2122 -1.7454 -0.1 -0.3 -0.3 -0.7624
H -2.5689 5.4061 -1.3637 0.0 -0.1 0.0 0.2169
H -4.0201 4.7733 -0.7361 0.0 0.0 0.0 0.2940
C -0.1693 -1.1742 4.1621 0.0 -0.1 -0.2 -1.7821
P -1.2603 -1.3923 2.6979 -0.9 -0.3 1.1 1.1457
C -2.8323 -0.7644 3.4594 0.0 0.1 -0.1 1.0109
C -4.0251 -1.4850 3.4567 0.0 0.1 0.0 -0.4166
C -5.1693 -0.9652 4.0468 0.0 0.0 0.0 -0.8296
C -5.1414 0.2826 4.6487 -0.1 0.0 0.0 -0.6441
C -3.9632 1.0151 4.6492 0.0 0.0 0.1 -0.9292
C -2.8225 0.4982 4.0554 0.0 0.0 0.0 -0.6412
C -1.6487 -3.1796 2.6716 0.1 0.1 -0.1 0.4988
C -2.3590 -3.6743 1.5812 0.0 0.0 0.0 -0.6046
C -2.6238 -5.0308 1.4628 -0.1 0.0 0.0 -0.7690
C -2.1610 -5.9083 2.4297 0.0 -0.1 0.0 -0.6557
C -1.4682 -5.4207 3.5297 0.0 -0.1 0.0 -0.7104
C -1.2277 -4.0628 3.6605 0.0 0.1 -0.1 -0.6313
H 0.7032 -1.8095 4.0320 0.1 0.0 0.0 0.4879
H -0.7057 -1.4145 5.0789 0.0 0.0 0.0 0.5538
H 0.1666 -0.1405 4.2057 0.0 0.0 0.0 0.2433
H -4.0616 -2.4663 3.0062 0.0 0.0 0.0 0.3730
H -6.0834 -1.5453 4.0436 0.0 0.0 0.0 0.4291
H -6.0335 0.6798 5.1156 0.0 0.0 0.0 0.3890
H -3.9357 1.9842 5.1336 0.0 0.0 0.0 0.4890
H -1.9020 1.0722 4.0738 0.0 0.0 0.0 0.6310
H -2.7143 -2.9909 0.8143 0.0 0.0 0.0 0.4361
H -3.1802 -5.4008 0.6104 0.0 0.0 0.0 0.4594
H -2.3326 -6.9722 2.3244 0.0 0.0 0.0 0.3969
H -1.1061 -6.1052 4.2866 0.0 0.0 0.0 0.4040
H -0.6885 -3.7001 4.5246 0.1 0.0 0.0 0.3309
C -3.1510 3.6577 2.6660 -0.3 0.1 0.1 -1.4971
C -2.1171 2.8832 2.0183 0.2 -0.1 -0.1 0.4489
N -1.2972 2.2722 1.5020 0.2 -0.2 0.0 0.0837
H -4.1105 3.1708 2.4913 0.0 0.0 0.0 0.3187
H -3.1730 4.6595 2.2402 0.0 0.0 0.0 0.4128
H -2.9642 3.7122 3.7377 0.0 0.0 0.0 0.3739



16
Properties=species:S:1:pos:R:3:forces:R:3:mulliken_charge:R:1 method="wB97M-V/def2-TZVPD" gap_ev=10.599 energy_ev=-9312.577 charge=+1 smiles="CC/N=C/OC=[NH2+]" de_lowest_kcal_mol=79.3 max_force_ev_per_a=5.0 spin_multiplicity=1
C 1.7630 -1.3583 -0.4891 0.8 -0.8 3.3 -0.8906
C 1.1810 -0.0397 -0.0270 -1.5 -0.4 0.6 -0.3867
N -0.2804 -0.1449 0.1062 -0.6 -1.7 1.5 -0.4236
C -0.9530 -0.9603 0.8592 3.6 1.7 -1.3 0.0920
O -2.2299 -0.6189 0.7177 -2.8 0.4 0.5 -0.3743
C -2.2435 0.6082 0.0727 2.6 -1.2 1.5 0.2677
N -2.8006 0.6731 -1.0566 -3.3 -0.9 -3.6 -0.2351
H 2.6684 -1.7573 0.0824 -1.3 0.8 -0.5 0.2710
H 0.9608 -2.0710 -0.4203 0.0 -0.7 0.0 0.3172
H 2.0415 -1.2935 -1.4627 0.8 0.1 -2.9 0.3291
H 1.5153 0.3795 0.9077 0.7 0.0 0.2 0.3194
H 1.1775 0.6952 -0.7828 1.1 1.0 -0.8 0.2876
H -0.5555 -1.7796 1.5321 -1.2 0.9 -0.8 0.4158
H -1.7819 1.5097 0.5442 -0.9 -0.9 -0.2 0.3827
H -2.9575 1.5843 -1.4913 0.2 -0.2 0.3 0.2860
H -3.3121 -0.1325 -1.6406 1.9 1.9 2.2 0.3418